{
  "formula": "C22H27NO4",
  "method": "ωB97M-V/def2-TZVPD",
  "lumo_ev": 0.24,
  "e_above_lowest_kj_mol": 194.2,
  "orbital_gap_ev": 8.751,
  "smiles": "COc1cccc(C(=O)[C@H]2CCCN(Cc3cccc(OCCO)c3)C2)c1",
  "symbols": ["C", "O", "C", "C", "C", "C", "C", "C", "O", "C", "C", "C", "C", "N", "C", "C", "C", "C", "C", "C", "O", "C", "C", "O", "C", "C", "C", "H", "H", "H", "H", "H", "H", "H", "H", "H", "H", "H", "H", "H", "H", "H", "H", "H", "H", "H", "H", "H", "H", "H", "H", "H", "H", "H"],
  "positions_angstrom": [[-7.1624, -1.7345, 0.8708], [-6.5862, -1.9571, -0.3954], [-5.4341, -1.3086, -0.7044], [-4.9118, -1.5578, -1.9766], [-3.7467, -0.9400, -2.3808], [-3.0733, -0.0720, -1.5370], [-3.5770, 0.1811, -0.2643], [-2.9365, 1.0864, 0.7282], [-3.5114, 1.3940, 1.7529], [-1.5256, 1.5454, 0.4476], [-1.1119, 2.7037, 1.3563], [0.3566, 3.0494, 1.1281], [1.2292, 1.8034, 1.3167], [0.8205, 0.6788, 0.4924], [1.2035, 0.8013, -0.9034], [2.7015, 0.7401, -1.0559], [3.3696, 1.5730, -1.9377], [4.7468, 1.4780, -2.0658], [5.4571, 0.5652, -1.3165], [4.7938, -0.2774, -0.4218], [5.5972, -1.1243, 0.2855], [5.0259, -2.0495, 1.1790], [4.4350, -3.2726, 0.4574], [3.9183, -4.2177, 1.3587], [3.4143, -0.1861, -0.3034], [-0.5667, 0.3543, 0.7083], [-4.7608, -0.4393, 0.1403], [-8.0659, -2.3416, 0.8931], [-6.4931, -2.0505, 1.6768], [-7.4281, -0.6824, 1.0109], [-5.4420, -2.2355, -2.6266], [-3.3569, -1.1353, -3.3687], [-2.1727, 0.4043, -1.8894], [-1.4343, 1.8516, -0.5976], [-1.7450, 3.5718, 1.1609], [-1.2686, 2.4084, 2.3958], [0.4914, 3.4441, 0.1184], [0.6754, 3.8210, 1.8299], [2.2732, 2.0308, 1.0907], [1.1660, 1.4775, 2.3602], [0.7642, -0.0497, -1.4373], [0.8291, 1.7211, -1.3802], [2.8198, 2.2937, -2.5251], [5.2687, 2.1263, -2.7536], [6.5290, 0.4835, -1.3985], [4.2623, -1.5728, 1.8098], [5.8488, -2.3758, 1.8213], [3.6677, -2.9480, -0.2595], [5.2268, -3.7833, -0.0947], [3.2006, -3.8167, 1.8624], [2.8530, -0.8048, 0.3778], [-0.8365, -0.4963, 0.0770], [-0.6771, 0.0528, 1.7553], [-5.1203, -0.2115, 1.1316]],
  "atomic_forces_ev_per_a": [[-0.098, 0.035, 0.216], [0.154, -0.039, -0.298], [0.200, 0.085, -0.103], [-0.094, 0.010, 0.136], [-0.122, -0.101, -0.055], [0.074, 0.192, 0.280], [-0.462, -0.386, -0.307], [0.199, 0.258, 0.039], [0.088, -0.061, -0.133], [0.121, 0.076, 0.481], [0.022, 0.053, -0.255], [-0.007, -0.239, 0.092], [0.084, 0.276, 0.022], [0.094, -0.151, -0.061], [-0.078, -0.047, 0.051], [0.133, 0.133, -0.185], [-0.206, -0.026, 0.046], [0.096, -0.073, 0.022], [0.045, -0.117, 0.098], [-0.019, 0.187, -0.167], [0.048, 0.176, -0.279], [-0.182, -0.476, 0.169], [0.151, 0.488, -0.296], [-0.155, -0.150, 0.436], [0.157, -0.192, 0.149], [-0.212, -0.035, -0.204], [-0.156, -0.084, 0.100], [0.058, 0.061, 0.044], [-0.020, 0.028, -0.029], [0.024, -0.035, 0.002], [-0.059, -0.086, -0.085], [0.020, -0.018, -0.079], [0.123, 0.053, 0.009], [-0.030, -0.037, -0.034], [-0.037, -0.020, 0.101], [-0.053, 0.020, 0.012], [0.037, 0.085, -0.030], [0.040, 0.064, -0.035], [-0.014, -0.023, 0.120], [0.063, 0.054, 0.032], [-0.059, 0.092, 0.002], [0.024, -0.070, -0.053], [-0.085, 0.084, -0.038], [0.068, 0.054, -0.051], [0.143, -0.002, -0.008], [0.077, -0.033, -0.032], [-0.174, 0.035, -0.027], [0.153, -0.038, 0.023], [-0.057, 0.117, -0.010], [0.033, -0.052, -0.069], [-0.012, -0.094, 0.110], [0.021, -0.010, 0.072], [-0.103, -0.021, -0.002], [-0.054, -0.001, 0.061]],
  "mulliken_charge": [-0.809, -0.436, 0.691, -0.577, -0.869, -0.415, 0.018, -0.268, -0.663, 1.097, -1.035, -0.642, -0.891, 0.242, -0.728, -0.404, -0.841, -0.697, -0.553, 0.543, -0.427, -0.532, -0.298, -0.530, 0.358, -1.438, -0.235, 0.228, 0.332, 0.336, 0.451, 0.395, 0.378, 0.330, 0.427, 0.316, 0.308, 0.419, 0.423, 0.400, 0.438, 0.279, 0.433, 0.379, 0.452, 0.360, 0.279, 0.245, 0.338, 0.324, 0.553, 0.580, 0.340, 0.593]
}

---

{
  "formula": "C22H28AsF6FeNO9PS2",
  "method": "ωB97M-V/def2-TZVPD",
  "multiplicity": 6,
  "lumo_ev": [-0.90, -1.67],
  "e_above_lowest_kj_mol": 0.0,
  "orbital_gap_ev": [7.139, 6.302],
  "symbols": ["Fe", "O", "C", "O", "C", "C", "C", "C", "C", "N", "C", "O", "O", "H", "H", "H", "H", "H", "C", "O", "C", "C", "C", "C", "C", "C", "O", "C", "O", "C", "H", "H", "H", "H", "H", "H", "H", "H", "H", "C", "C", "C", "O", "P", "S", "S", "O", "C", "C", "C", "H", "H", "H", "H", "H", "H", "H", "H", "H", "H", "H", "H", "H", "H", "F", "As", "F", "F", "F", "F", "F"],
  "positions_angstrom": [[-0.3344, 0.3225, 1.2593], [2.0375, 3.8548, 1.8626], [1.5562, 2.6531, 1.6221], [0.4664, 2.4447, 1.1305], [2.4637, 1.5254, 1.9602], [3.7841, 1.6273, 2.3410], [4.4886, 0.4414, 2.5382], [3.8587, -0.7735, 2.3532], [2.5214, -0.7707, 1.9745], [1.8629, 0.3531, 1.7875], [1.6015, -1.9415, 1.7780], [1.9876, -3.1669, 2.0886], [0.4513, -1.7201, 1.4619], [1.3242, 4.4976, 1.7180], [4.2473, 2.5939, 2.4734], [5.5311, 0.4720, 2.8235], [4.4119, -1.6940, 2.4806], [2.9508, -3.2302, 2.1216], [-5.7335, -3.2499, 3.3369], [-6.1587, -2.5261, 2.1891], [-5.2581, -1.7259, 1.5845], [-5.7653, -0.9806, 0.4903], [-4.9344, -0.1332, -0.1707], [-3.5715, 0.0137, 0.1948], [-2.7047, 0.9035, -0.5013], [-3.2180, 1.7991, -1.5947], [-1.4732, 0.9759, -0.2755], [-3.0746, -0.7503, 1.2790], [-1.8458, -0.6763, 1.6838], [-3.9436, -1.6164, 1.9714], [-6.6097, -3.7787, 3.6991], [-5.3655, -2.5729, 4.1095], [-4.9531, -3.9683, 3.0785], [-6.8042, -1.0980, 0.2176], [-5.3250, 0.4390, -1.0016], [-3.4958, 1.2048, -2.4674], [-2.4297, 2.4922, -1.8750], [-4.0977, 2.3514, -1.2665], [-3.5275, -2.1602, 2.8044], [3.1411, 2.0154, -3.4824], [3.8853, 0.7324, -3.1664], [4.7451, 0.8420, -1.9234], [2.9641, -0.3839, -3.1172], [2.1612, -1.0287, -1.8961], [3.2543, -2.1500, -0.7312], [1.1625, 0.5064, -1.0353], [1.1781, -1.9948, -2.6754], [0.3447, -1.7919, -3.8467], [-0.4474, -0.5006, -3.8073], [1.1759, -1.9316, -5.1069], [3.8618, 2.8170, -3.6556], [2.4884, 2.2982, -2.6581], [2.5338, 1.8982, -4.3806], [4.5145, 0.4734, -4.0194], [4.1367, 1.1157, -1.0585], [5.4950, 1.6183, -2.0854], [5.2450, -0.0996, -1.7026], [-0.3424, -2.6360, -3.7778], [0.2095, 0.3668, -3.8766], [-1.0231, -0.4137, -2.8869], [-1.1295, -0.4868, -4.6602], [1.8295, -1.0705, -5.2389], [0.5109, -2.0029, -5.9696], [1.7895, -2.8305, -5.0632], [-0.0301, 0.6311, 3.4562], [-1.2744, 1.7667, 4.1391], [-1.7058, 1.9640, 2.4362], [-2.3708, 0.4565, 4.2577], [-2.4523, 2.9003, 4.6266], [-0.6801, 1.4640, 5.7124], [-0.0920, 3.0233, 3.9325]],
  "atomic_forces_ev_per_a": [[0.750, 0.051, -0.730], [-0.012, 0.078, 0.019], [0.013, -0.123, 0.016], [-0.094, -0.021, 0.154], [0.064, -0.074, -0.093], [-0.026, -0.024, -0.014], [0.048, -0.012, -0.001], [0.031, 0.027, 0.031], [-0.128, 0.031, 0.082], [-0.115, 0.184, 0.123], [0.109, 0.010, 0.066], [-0.055, 0.103, -0.048], [0.043, -0.211, -0.016], [0.031, 0.002, -0.032], [-0.014, 0.006, 0.004], [-0.007, -0.001, 0.013], [-0.018, -0.006, 0.002], [-0.006, 0.002, -0.038], [0.008, 0.010, -0.036], [0.040, 0.060, 0.010], [-0.107, -0.055, -0.011], [0.039, -0.052, 0.083], [0.071, 0.050, -0.018], [-0.080, 0.044, -0.035], [0.131, -0.073, -0.051], [-0.008, -0.020, -0.015], [-0.197, 0.460, 0.223], [-0.105, 0.080, 0.118], [-0.076, -0.368, 0.144], [0.048, 0.004, -0.021], [-0.005, 0.003, -0.009], [-0.006, 0.006, 0.011], [0.007, -0.001, -0.005], [0.000, -0.007, 0.002], [0.015, 0.008, 0.001], [-0.016, -0.004, 0.006], [0.006, -0.015, -0.002], [-0.001, -0.001, -0.005], [0.000, -0.009, 0.020], [-0.033, -0.002, -0.018], [-0.002, -0.111, 0.049], [0.018, 0.021, 0.043], [-0.049, 0.030, -0.143], [-0.199, 0.197, 0.044], [0.159, -0.078, 0.037], [-0.029, -0.147, -0.052], [-0.065, -0.112, 0.030], [0.098, 0.018, 0.104], [0.000, 0.023, -0.034], [-0.002, 0.020, -0.034], [-0.006, -0.005, -0.010], [0.004, 0.011, 0.019], [0.010, -0.013, -0.005], [0.074, 0.012, 0.021], [0.010, 0.009, -0.013], [0.005, 0.003, 0.019], [0.008, 0.012, -0.033], [-0.036, 0.006, -0.025], [-0.004, 0.005, -0.003], [0.002, -0.014, 0.007], [-0.004, -0.012, 0.008], [0.000, -0.007, 0.002], [0.009, -0.007, -0.004], [-0.012, -0.011, 0.005], [-0.242, -0.065, 0.031], [0.123, 0.065, -0.090], [-0.197, 0.024, 0.036], [-0.048, -0.033, 0.022], [-0.031, 0.020, 0.024], [0.025, -0.023, 0.054], [0.037, 0.020, -0.039]],
  "mulliken_spin": [4.150, 0.003, 0.004, 0.034, -0.006, 0.004, -0.004, 0.004, -0.002, 0.028, 0.011, 0.000, 0.052, 0.000, 0.001, 0.000, 0.000, 0.001, 0.000, -0.001, -0.010, 0.025, -0.010, -0.033, 0.011, 0.006, 0.120, 0.016, 0.241, 0.030, 0.000, 0.000, 0.000, 0.001, 0.000, 0.001, -0.002, 0.002, 0.001, 0.003, 0.001, 0.001, 0.009, 0.016, 0.010, 0.230, -0.001, -0.002, 0.004, 0.000, 0.001, -0.006, -0.001, 0.002, 0.000, 0.000, 0.000, 0.000, 0.001, -0.001, 0.000, 0.000, 0.000, 0.000, 0.038, 0.001, 0.018, 0.001, 0.000, 0.001, 0.000]
}